ORCA calculation (ωB97M-V/def2-TZVPD) on a gas-phase ion, C3H10NS2 (charge +1) at a distorted geometry.

Its structure (SMILES) is C[C@@H]([NH3+])CSS. Its HOMO-LUMO gap is 9.450 eV. As for the net charge: +1. For the total energy, the calculation gives -26426.0213 eV. The LUMO energy is -3.61 eV.

```
16
Properties=species:S:1:pos:R:3:forces:R:3
N -1.3152 -1.0296 0.5438 -1.050 -3.899 -0.150
C -0.0402 -0.8434 1.4082 0.034 1.450 -2.363
C -0.3850 -1.0121 2.7994 2.758 -0.516 4.200
C 0.6756 0.4572 0.9023 -2.001 0.753 0.817
S 1.1151 0.1406 -0.8398 -0.139 0.904 -0.960
S -0.3830 1.1006 -2.0396 0.316 -0.346 0.384
H -1.9649 -1.6732 1.0838 0.422 1.625 -0.053
H -1.7515 -0.1678 0.2845 -0.575 0.820 -0.033
H -1.3435 -1.6647 -0.3209 1.331 1.550 0.825
H 0.5754 -1.6238 1.1398 1.380 -1.817 -0.910
H -0.3145 -2.0848 3.1996 -0.353 1.309 -0.990
H 0.4928 -0.5005 3.4573 -2.330 -0.834 -1.412
H -1.3405 -0.6258 3.0398 -0.815 0.726 0.664
H -0.1193 1.3087 0.9545 1.749 -1.063 0.002
H 1.5702 0.6663 1.5637 -1.012 -0.097 -0.961
H 0.1866 2.1039 -2.7976 0.285 -0.565 0.940
```
Positions in Å, forces in eV/Å.

=====

ORCA calculation (ωB97M-V/def2-TZVPD) on a molecular structure, C3H10NS6 at a distorted geometry.

Its HOMO-LUMO gap (spin up / spin down) is 6.393 / 6.387 eV. As for the net charge: +1. For the total energy, the calculation gives -69764.8460 eV. The LUMO energy (spin up / spin down) is -6.15 / -6.15 eV.

```
20
Properties=species:S:1:pos:R:3:forces:R:3
C 0.5662 1.2951 -0.5038 3.794 0.165 -1.401
C 3.2926 -0.4152 2.1583 1.261 0.919 -1.032
C -3.1592 0.4626 -2.2254 -3.029 -1.359 0.640
N 0.0874 0.3664 0.4611 -2.547 -1.339 -0.876
S -0.9830 -2.4917 -0.8207 -0.355 0.030 1.073
S 1.5905 -0.7756 2.5747 0.212 -1.746 1.535
S -2.3327 1.4909 -1.0275 -0.415 0.612 0.141
S 0.6985 -2.0702 0.0067 0.135 0.412 -0.332
S 0.4597 0.7541 2.1396 0.454 0.373 0.028
S -1.6386 0.2163 0.3980 -0.646 -0.094 0.142
H 0.1317 2.2646 -0.4624 -0.043 0.919 0.645
H 1.6706 1.2651 -0.3460 -0.654 0.839 0.175
H 0.5712 1.0836 -1.5775 -0.914 -1.049 0.218
H 3.7646 0.0901 2.9920 -0.164 0.561 0.068
H 3.1509 0.2650 1.2798 1.001 -0.575 0.701
H 4.0600 -1.2364 1.9709 -1.824 0.402 -0.211
H -3.9872 0.9427 -2.8394 1.668 0.082 0.659
H -3.7460 -0.3669 -1.7639 -0.048 0.955 0.676
H -2.5392 -0.1959 -2.7290 1.830 -0.297 -1.915
H -1.6580 -2.9446 0.3143 0.286 0.188 -0.935
```
Positions in Å, forces in eV/Å.

=====

ORCA calculation (ωB97M-V/def2-TZVPD) on 3 unconnected molecules or ions with the total composition C3H10O3 at a distorted geometry.

Its structure (SMILES) is C=CCO.O.O. Its HOMO-LUMO gap is 10.526 eV. For the total energy, the calculation gives -9414.4598 eV. The LUMO energy is 0.78 eV.

```
16
Properties=species:S:1:pos:R:3:forces:R:3
C -0.4138 -1.3966 0.5698 -1.849 0.805 -1.573
O 0.1530 -1.3339 1.8089 1.167 -0.657 1.097
C 0.4787 -1.0975 -0.6053 2.270 0.385 -0.357
C 0.1045 -1.0665 -1.8884 -1.573 -0.940 1.029
H -1.2633 -0.6802 0.5808 0.015 -0.347 -0.474
H -0.8339 -2.3925 0.3310 0.209 0.279 0.776
H 0.4654 -0.4359 1.9616 -0.170 0.269 0.066
H 1.5571 -0.9442 -0.3367 -0.821 -0.458 -0.224
H 0.7085 -1.2168 -2.7838 0.018 0.705 0.445
H -1.0002 -1.1842 -1.9588 0.716 0.014 -0.703
H -0.7702 1.9207 -1.1549 -0.308 0.022 -0.171
H 0.5177 1.2057 -0.8990 0.353 -0.757 -0.122
O 0.1435 2.0803 -0.9180 -0.134 0.930 0.139
H 0.1608 2.4520 2.5115 -0.031 -0.119 -0.099
H 0.0149 2.2915 0.9544 0.049 -0.823 1.078
O -0.0227 1.7982 1.8270 0.089 0.692 -0.908
```
Positions in Å, forces in eV/Å.

=====

ORCA calculation (ωB97M-V/def2-TZVPD) on 3 unconnected molecules or ions with the total composition C3H10O3 at a distorted geometry.

Its structure (SMILES) is CCC=O.O.O. Its HOMO-LUMO gap is 10.261 eV. For the total energy, the calculation gives -9414.2756 eV. The LUMO energy is 0.60 eV.

```
16
Properties=species:S:1:pos:R:3:forces:R:3
O -0.3289 2.8505 -0.3598 -0.855 -3.137 1.928
C -0.5227 1.8078 0.3053 0.311 2.833 -1.230
C 0.4958 0.6924 0.4284 -2.657 -0.194 1.469
C 1.2756 0.4306 -0.7943 3.686 -3.254 1.304
H -1.4875 1.6390 0.9056 0.933 0.468 -0.702
H -0.1660 -0.1504 0.8501 1.286 0.624 -0.987
H 1.1160 0.9639 1.2746 0.286 0.116 0.266
H 1.5186 -0.6841 -0.8837 -0.542 1.341 0.053
H 2.2945 0.8531 -0.8305 -0.337 0.167 0.716
H 0.9349 0.7473 -1.6865 -2.110 1.012 -2.827
H 4.0870 -3.6968 0.2897 -1.132 1.138 -0.761
H 2.6491 -3.7917 0.6350 0.178 0.934 -0.837
O 3.2273 -3.2342 0.0547 0.939 -2.057 1.597
H -4.5181 -0.3756 0.7806 0.742 -1.322 -1.281
H -4.0908 -1.8920 0.5939 -0.111 1.601 -0.808
O -4.1271 -1.0159 0.1095 -0.618 -0.269 2.100
```
Positions in Å, forces in eV/Å.

=====

ORCA calculation (ωB97M-V/def2-TZVPD) on 3 unconnected molecules or ions with the total composition C3H10O3 at a distorted geometry.

Its structure (SMILES) is C=C(C)O.O.O. Its HOMO-LUMO gap is 9.396 eV. For the total energy, the calculation gives -9413.7375 eV. The LUMO energy is 0.38 eV.

```
16
Properties=species:S:1:pos:R:3:forces:R:3
C -0.8100 1.9764 0.4809 1.651 0.334 2.307
C -1.2038 0.6872 0.5351 1.036 0.291 -1.756
O -1.1496 -0.2285 1.5479 -0.491 1.452 1.074
C -1.6377 0.1187 -0.7814 2.894 -2.032 0.618
H -0.3526 2.3854 -0.4911 -1.535 -0.294 1.663
H -0.5569 2.4468 1.5126 -0.073 -0.431 -2.060
H -0.9571 0.2270 2.4120 -0.155 -0.550 -1.242
H -1.8813 0.9238 -1.3788 -2.314 1.123 -1.188
H -2.0891 -0.8480 -0.6621 -1.566 0.159 -0.245
H -0.7970 -0.2024 -1.4277 0.666 -0.086 0.808
H 2.9930 0.0036 -0.3026 0.678 -0.075 0.396
H 1.6566 0.7119 -0.0733 -0.523 0.716 0.830
O 2.1321 0.1548 -0.6652 -0.328 -0.684 -1.211
H 1.5912 -2.9353 0.4968 0.585 -0.850 -0.720
H 1.2956 -2.3242 -0.7411 -0.274 0.910 -1.212
O 1.7666 -3.0973 -0.4621 -0.251 0.016 1.938
```
Positions in Å, forces in eV/Å.

=====

ORCA calculation (ωB97M-V/def2-TZVPD) on 2 unconnected molecules or ions with the total composition C3H10O3 at a distorted geometry.

Its structure (SMILES) is OCCCO.O. Its HOMO-LUMO gap is 10.778 eV. For the total energy, the calculation gives -9414.2550 eV. The LUMO energy is 0.29 eV.

```
16
Properties=species:S:1:pos:R:3:forces:R:3
C 1.7799 -1.0142 -0.5332 0.547 -0.753 -1.126
O 2.7242 -1.7370 -1.3938 -0.842 1.084 0.923
C 0.7636 -0.2551 -1.3996 -0.878 0.495 0.960
C -0.3232 0.0148 -0.3821 -0.945 1.395 0.233
O -1.4519 0.8082 -0.9107 0.971 -0.288 0.878
H 1.3463 -1.7575 0.1703 -0.052 0.400 -0.688
H 2.2261 -0.2486 0.0918 0.800 -0.039 0.095
H 2.5365 -1.3097 -2.2337 0.536 -0.338 -0.313
H 1.1020 0.7520 -1.7331 0.251 -0.922 -0.131
H 0.3424 -0.8460 -2.2170 0.277 0.021 -0.054
H -0.7501 -0.9900 -0.1279 0.487 1.041 0.744
H 0.2014 0.6911 0.4253 -1.260 -1.860 -0.818
H -1.8482 1.2181 -0.1200 0.120 -0.231 -0.723
H -3.2694 2.0947 3.8885 0.006 -0.007 -0.062
H -2.6313 1.2738 2.7613 -0.063 0.045 -0.012
O -2.7483 1.3053 3.7139 0.045 -0.041 0.094
```
Positions in Å, forces in eV/Å.

=====

ORCA calculation (ωB97M-V/def2-TZVPD) on 3 unconnected molecules or ions with the total composition C3H10O3 at a distorted geometry.

Its HOMO-LUMO gap (spin up / spin down) is 9.303 / 5.202 eV. As for the net charge: +1. For the total energy, the calculation gives -9405.4858 eV. The LUMO energy (spin up / spin down) is -4.92 / -9.01 eV. Its spin multiplicity is 2.

```
16
Properties=species:S:1:pos:R:3:forces:R:3
C -2.1320 -0.1316 0.5351 -1.724 0.172 1.825
C -1.2161 0.1224 -0.4282 3.214 3.774 -0.892
O -0.5116 1.2986 -0.2111 -2.469 -1.484 0.135
C -0.8207 -0.5552 -1.6220 1.206 -3.319 -0.447
H -2.7465 -0.9936 0.5085 -0.324 -0.878 -0.140
H -2.3978 0.6155 1.2857 0.448 -0.153 -0.140
H -0.2526 1.7486 -1.0331 0.436 -0.403 -0.157
H -0.9085 -1.7378 -1.5963 0.197 2.454 0.246
H -1.3497 -0.2764 -2.5052 -0.862 0.459 -0.662
H 0.2253 -0.2429 -1.7882 -0.224 -0.684 -0.090
H 1.1348 1.2646 1.1577 0.131 0.940 -0.446
H 0.6146 0.1188 1.8994 -1.126 -0.839 0.829
O 1.4245 0.5400 1.6908 1.055 0.086 0.341
H 3.2890 -1.2362 -0.0405 -2.886 -0.366 -0.881
H 2.0729 -0.7218 0.6379 -0.486 0.300 0.217
O 2.2535 -1.2326 -0.1590 3.416 -0.059 0.261
```
Positions in Å, forces in eV/Å.

=====

What are the energy above the lowest of the compared OMol25 structures with the same formula, charge and spin values for these records? In order: 35.24; 26.68; 24.75; 28.99; 41.40; 29.47; 27.57 kcal per mole.